[1]
Computed, not measured: C30H26F5N4O8PtS2Te as an isolated structure at a distorted geometry, with ωB97M-V/def2-TZVPD.

Computed properties:
total charge: +1
2S+1: 5
E_LUMO (alpha / beta): -4.08 / -5.77 eV
gap between HOMO and LUMO (alpha / beta): 7.206 / 6.233 eV

Geometry (Å):
Pt 0.4668 0.7726 0.1444
C -6.7098 -0.9714 2.6621
C -5.2335 -1.0594 2.3976
C -4.7315 -1.9157 1.4167
C -3.3729 -1.9942 1.1711
C -2.5143 -1.1996 1.9189
C -2.9816 -0.3309 2.8940
C -4.3428 -0.2678 3.1216
S -0.7987 -1.3939 1.7340
O -0.4320 -2.7388 2.0685
O -0.0795 -0.3164 2.3921
N -0.3403 -1.1355 0.1099
C -0.1334 -1.9913 -0.8671
C -0.4611 -3.3745 -0.8767
C -0.2354 -4.1237 -2.0141
C 0.2582 -3.5403 -3.1736
C 0.6300 -2.1688 -3.2064
C 1.1147 -1.5204 -4.3603
C 1.4750 -0.2038 -4.2845
C 1.4288 0.4459 -3.0431
N 0.9831 -0.1479 -1.9527
C 0.5195 -1.4100 -2.0374
H -7.2536 -1.7655 2.1541
H -7.0969 -0.0124 2.3117
H -6.9187 -1.0357 3.7296
H -5.4127 -2.5401 0.8522
H -2.9874 -2.6717 0.4191
H -2.2864 0.2782 3.4547
H -4.7247 0.4126 3.8721
H -0.8595 -3.8237 0.0216
H -0.4615 -5.1809 -2.0015
H 0.3859 -4.1361 -4.0685
H 1.1786 -2.0646 -5.2944
H 1.8002 0.3487 -5.1540
H 1.7574 1.4712 -2.9449
O 6.9926 -4.2723 1.1307
C 5.9049 -4.1343 0.3519
O 5.5724 -4.9955 -0.4071
C 5.1331 -2.8531 0.4888
C 3.7475 -2.9202 0.4301
C 2.9939 -1.7656 0.5067
C 3.6109 -0.5260 0.5960
C 5.0003 -0.4541 0.6295
C 5.7552 -1.6151 0.6028
N 2.7897 0.6392 0.5949
C 3.1976 1.7245 1.1041
C 2.3320 2.9259 1.0667
C 2.8800 4.2200 1.2526
C 2.0371 5.3380 1.2413
C 0.6964 5.1587 1.1167
C 0.1358 3.8083 0.8757
N 1.0720 2.7060 0.8449
H 7.0958 -3.5379 1.7460
H 3.2737 -3.8875 0.3281
H 1.9181 -1.8190 0.5358
H 5.5046 0.5030 0.6505
H 6.8355 -1.5384 0.6301
H 4.1535 1.8044 1.6194
H 3.9465 4.3265 1.3948
H 2.4493 6.3272 1.3841
H -0.0189 5.9628 1.2214
H -0.3922 3.7958 -0.0826
F -1.0095 4.7832 -1.9621
Te -1.2469 2.9369 -2.0038
F 0.6663 3.0646 -1.7400
F -2.7855 3.2934 -3.0146
F -0.8299 3.5258 1.8214
F -0.5438 3.1209 -3.7521
O -1.3358 1.1610 -2.1018
C -4.2500 1.4313 -0.9209
S -3.1147 2.0913 0.2417
O -3.8302 2.5065 1.4011
O -2.5180 3.3587 -0.4930
O -2.0146 1.1672 0.4923
H -4.9657 2.2242 -1.1301
H -4.7372 0.5884 -0.4325
H -3.7314 1.1309 -1.8265

Cartesian forces, eV/Å:
0.58 0.02 0.04
0.04 0.03 -0.04
-0.02 0.02 -0.02
-0.01 -0.01 -0.01
0.07 -0.01 0.06
-0.14 -0.05 -0.17
0.05 -0.01 0.01
-0.03 -0.04 0.03
0.93 -0.58 0.66
-0.09 -0.07 -0.21
-0.62 -0.27 -0.18
-0.23 0.24 0.42
0.00 -0.06 -0.08
0.02 0.11 -0.01
-0.02 -0.01 -0.04
0.01 -0.01 0.01
-0.01 -0.02 0.00
-0.03 -0.06 -0.05
0.05 0.07 0.02
0.10 -0.08 -0.02
-0.29 0.08 0.24
0.05 0.01 0.02
-0.01 0.01 0.00
-0.02 -0.01 0.01
0.00 0.00 0.00
0.00 0.02 0.00
-0.03 0.00 0.00
-0.03 0.05 -0.04
0.02 0.00 0.00
-0.01 0.00 -0.01
-0.03 0.01 -0.03
-0.01 0.00 0.01
0.00 0.00 0.01
0.05 -0.03 0.01
-0.06 0.01 0.04
0.11 -0.08 -0.10
-0.04 0.07 0.03
-0.02 -0.05 0.04
0.03 0.05 -0.01
0.01 -0.04 0.02
-0.14 -0.01 0.07
0.08 0.04 -0.08
0.04 0.11 0.00
0.00 0.01 0.03
-0.27 -0.20 0.16
0.13 0.25 0.07
0.02 -0.14 0.10
0.08 -0.03 0.03
0.02 0.06 0.10
0.11 -0.14 0.11
-0.31 -0.22 -0.03
-0.12 0.22 -0.23
-0.08 0.05 0.02
-0.02 0.01 0.03
0.01 -0.02 -0.03
0.02 -0.02 -0.04
0.00 -0.02 -0.05
0.05 0.06 -0.13
-0.01 -0.02 0.02
0.01 -0.01 0.02
0.01 0.02 -0.12
0.40 0.51 0.78
-0.28 0.20 0.76
-0.13 1.04 -5.35
-0.10 -0.36 0.97
-0.50 -0.13 0.50
0.19 0.01 0.20
0.11 -0.27 -0.05
-0.04 0.08 0.72
-0.07 0.03 -0.09
0.35 -0.36 1.00
-0.11 0.39 -0.26
0.46 -0.79 0.29
-0.37 0.41 -0.26
-0.02 -0.04 0.00
0.04 0.00 0.02
0.05 -0.04 0.04

Calculated atomic charges, method Mulliken, unit e: number 1, Pt, carries 3.039; number 2, C, carries -1.488; number 3, C, carries 1.024; number 4, C, carries -1.291; number 5, C, carries -0.291; number 6, C, carries 0.550; number 7, C, carries -0.339; number 8, C, carries -0.732; number 9, S, carries 1.476; number 10, O, carries -0.747; number 11, O, carries -0.828; number 12, N, carries -0.744; number 13, C, carries -0.079; number 14, C, carries -0.963; number 15, C, carries -1.183; number 16, C, carries -0.705; number 17, C, carries 0.609; number 18, C, carries -0.807; number 19, C, carries -1.206; number 20, C, carries -0.351; number 21, N, carries 0.131; number 22, C, carries 1.296; number 23, H, carries 0.378; number 24, H, carries 0.315; number 25, H, carries 0.376; number 26, H, carries 0.360; number 27, H, carries 0.315; number 28, H, carries 0.426; number 29, H, carries 0.430; number 30, H, carries 0.603; number 31, H, carries 0.469; number 32, H, carries 0.472; number 33, H, carries 0.482; number 34, H, carries 0.474; number 35, H, carries 0.533; number 36, O, carries -0.454; number 37, C, carries 0.507; number 38, O, carries -0.516; number 39, C, carries 0.192; number 40, C, carries -1.123; number 41, C, carries 0.253; number 42, C, carries -0.201; number 43, C, carries -0.613; number 44, C, carries -0.974; number 45, N, carries -0.052; number 46, C, carries -0.475; number 47, C, carries 0.800; number 48, C, carries -0.904; number 49, C, carries -0.526; number 50, C, carries -1.146; number 51, C, carries 1.910; number 52, N, carries 0.017; number 53, H, carries 0.344; number 54, H, carries 0.507; number 55, H, carries 0.789; number 56, H, carries 0.480; number 57, H, carries 0.460; number 58, H, carries 0.558; number 59, H, carries 0.476; number 60, H, carries 0.481; number 61, H, carries 0.502; number 62, H, carries -0.735; number 63, F, carries -0.348; number 64, Te, carries 1.536; number 65, F, carries -0.404; number 66, F, carries -0.366; number 67, F, carries -0.299; number 68, F, carries -0.392; number 69, O, carries -0.749; number 70, C, carries -0.761; number 71, S, carries 0.885; number 72, O, carries -0.574; number 73, O, carries -0.510; number 74, O, carries -0.426; number 75, H, carries 0.446; number 76, H, carries 0.215; number 77, H, carries 0.185



[2]
Computed, not measured: C25H44AlF8O6 as an isolated structure at a distorted geometry, with ωB97M-V/def2-TZVPD.

Computed properties:
total charge: -1
2S+1: 1
E_LUMO: 2.48 eV
gap between HOMO and LUMO: 7.797 eV

Geometry (Å):
C 3.0058 -2.9301 4.2163
C 3.2105 -3.5622 2.8373
C 3.6237 -2.5800 1.7418
O 2.5702 -2.4411 0.8120
C 2.3222 -1.0938 0.3146
C 3.5649 -0.5198 -0.3978
C 4.3352 -1.6016 -1.1619
C 4.4179 0.3923 0.5189
C 5.9179 0.1084 0.5954
C 6.7096 0.5579 -0.6433
O 1.8920 -0.3325 1.3946
Al 0.3024 -1.1688 1.7488
O 0.2642 -2.2035 3.1734
C -1.2746 0.0654 1.9458
C -2.5590 -0.7450 2.0909
O -3.4715 -0.4292 1.0236
C -4.8133 -0.4533 1.3909
C -5.6599 -0.8017 0.1593
F -4.9547 -0.7216 -1.0093
F -6.1470 -2.0908 0.2410
C -6.9006 0.1092 -0.0191
F -7.4821 0.3124 1.2213
F -6.4707 1.3184 -0.4986
C -8.0097 -0.3908 -0.9859
F -8.8890 0.6513 -1.1385
F -8.6854 -1.4316 -0.4115
C -7.4825 -0.8132 -2.3910
F -7.4526 -2.1778 -2.4559
F -8.3338 -0.3448 -3.3561
O 0.0977 -1.9486 0.1282
C 1.0314 -1.1801 -0.5802
C 1.0690 -1.5410 -2.0591
C 0.3352 -0.5421 -2.9640
C 0.9990 0.8385 -3.1081
C 0.0203 1.9849 -3.3538
C -0.6289 2.6800 -2.1548
C 0.3277 3.1137 -1.0332
C 0.0117 4.4974 -0.4502
O -0.4138 4.5103 0.8968
C -1.8030 4.5980 1.1067
H 3.9101 -3.0012 4.8246
H 2.2038 -3.4206 4.7659
H 2.7222 -1.8838 4.1272
H 2.3019 -4.0714 2.5220
H 3.9899 -4.3244 2.9195
H 3.8835 -1.6246 2.1978
H 4.5183 -2.9537 1.2354
H 3.1500 0.1358 -1.1682
H 5.0213 -2.1556 -0.5318
H 4.8766 -1.1743 -2.0069
H 3.6360 -2.3327 -1.5609
H 4.3175 1.4211 0.1635
H 4.0016 0.3889 1.5211
H 6.1070 -0.9419 0.8215
H 6.2928 0.6552 1.4641
H 6.0415 0.9203 -1.4215
H 7.2845 -0.2624 -1.0757
H 7.4253 1.3405 -0.3960
H -0.4797 -1.9973 3.7264
H -1.4079 0.7626 1.1199
H -1.1328 0.6504 2.8594
H -2.3853 -1.8265 2.0563
H -3.0463 -0.5411 3.0517
H -5.0237 -1.2251 2.1356
H -5.1279 0.5171 1.7878
H -6.4930 -0.4110 -2.5889
H 0.6966 -0.1280 -0.5203
H 2.0775 -1.6445 -2.4543
H 0.5431 -2.4936 -2.1397
H 0.3412 -0.9852 -3.9645
H -0.7129 -0.4665 -2.6694
H 1.6473 0.7797 -3.9857
H 1.6566 1.0403 -2.2645
H 0.5377 2.7695 -3.9153
H -0.7558 1.6034 -4.0223
H -1.4595 2.0902 -1.7586
H -1.0868 3.5904 -2.5506
H 1.3466 3.1329 -1.4270
H 0.3415 2.3774 -0.2284
H 0.9140 5.1105 -0.4795
H -0.7344 5.0035 -1.0685
H -2.2136 3.6321 1.3950
H -2.3228 4.9399 0.2094
H -1.9995 5.3101 1.9090

Cartesian forces, eV/Å:
-0.02 -0.03 0.10
0.23 -0.18 0.22
-0.08 -0.09 0.20
0.01 0.29 -0.60
0.04 -0.47 0.31
-0.15 0.32 -0.14
-0.29 -0.04 -0.08
0.27 0.03 -0.16
0.03 0.18 0.22
0.11 -0.37 0.03
-0.14 -0.34 0.18
-0.35 0.02 -0.15
0.34 -0.06 -0.40
0.25 -0.24 0.39
0.11 0.00 0.13
-0.25 0.06 -0.11
0.40 -0.09 -0.30
-0.31 -0.36 -0.39
-0.25 -0.08 0.62
0.37 0.52 0.00
-0.14 0.53 0.61
0.44 -0.15 -1.17
-0.29 -0.63 0.40
-0.79 -0.09 0.28
0.53 -0.70 0.17
0.38 0.88 -0.37
-0.35 -0.29 -0.35
0.01 0.89 -0.07
0.31 -0.41 0.51
0.10 0.26 0.38
0.00 0.21 0.03
-0.23 -0.05 -0.15
0.19 -0.17 -0.13
-0.12 -0.28 -0.03
0.22 0.13 -0.13
-0.21 0.00 0.07
-0.06 -0.20 -0.16
0.26 0.02 0.03
0.01 0.17 0.08
-0.01 -0.14 -0.01
0.10 0.10 -0.02
-0.02 -0.03 -0.02
-0.06 0.04 -0.01
-0.06 0.10 -0.12
-0.04 -0.14 0.00
-0.07 0.14 -0.01
0.05 -0.03 -0.11
-0.07 0.03 0.01
0.18 0.02 0.01
0.16 0.01 0.06
0.05 -0.06 0.02
-0.07 0.08 0.08
-0.16 -0.06 0.05
-0.04 -0.04 -0.05
0.05 0.00 0.03
-0.02 0.13 -0.07
-0.01 -0.03 -0.05
-0.04 0.14 -0.05
-0.36 0.03 0.40
0.08 0.08 -0.11
-0.08 0.28 -0.06
-0.07 -0.08 -0.11
-0.09 0.07 0.03
-0.11 -0.01 0.05
-0.08 0.03 0.04
0.02 -0.08 -0.06
0.19 0.22 -0.32
0.08 -0.12 0.03
0.26 -0.18 -0.06
-0.29 -0.02 -0.06
-0.04 0.13 0.22
0.18 0.05 0.05
-0.07 0.13 0.17
0.09 -0.01 -0.04
-0.13 0.11 -0.04
0.09 -0.12 0.12
-0.15 -0.01 -0.09
0.03 0.04 -0.04
0.03 0.02 0.09
0.06 0.03 0.05
-0.07 0.06 -0.08
-0.09 -0.20 0.01
-0.05 0.05 -0.07
0.05 0.02 0.06

Calculated atomic charges, method Mulliken, unit e: number 1, C, carries -1.175; number 2, C, carries -0.513; number 3, C, carries -0.109; number 4, O, carries -0.597; number 5, C, carries 1.382; number 6, C, carries 1.915; number 7, C, carries -2.421; number 8, C, carries -1.157; number 9, C, carries -0.443; number 10, C, carries -1.283; number 11, O, carries -0.726; number 12, Al, carries -0.218; number 13, O, carries -0.703; number 14, C, carries -0.496; number 15, C, carries -0.729; number 16, O, carries -0.174; number 17, C, carries -1.235; number 18, C, carries 1.437; number 19, F, carries -0.332; number 20, F, carries -0.339; number 21, C, carries 0.225; number 22, F, carries -0.309; number 23, F, carries -0.294; number 24, C, carries 0.759; number 25, F, carries -0.307; number 26, F, carries -0.273; number 27, C, carries 0.234; number 28, F, carries -0.248; number 29, F, carries -0.298; number 30, O, carries -0.831; number 31, C, carries 1.617; number 32, C, carries -1.182; number 33, C, carries -1.093; number 34, C, carries 0.917; number 35, C, carries -1.484; number 36, C, carries -0.293; number 37, C, carries 0.128; number 38, C, carries -0.796; number 39, O, carries -0.388; number 40, C, carries -0.553; number 41, H, carries 0.370; number 42, H, carries 0.293; number 43, H, carries 0.225; number 44, H, carries 0.273; number 45, H, carries 0.440; number 46, H, carries 0.148; number 47, H, carries 0.146; number 48, H, carries -0.453; number 49, H, carries 0.441; number 50, H, carries 0.363; number 51, H, carries 0.530; number 52, H, carries 0.435; number 53, H, carries 0.395; number 54, H, carries 0.177; number 55, H, carries 0.570; number 56, H, carries 0.318; number 57, H, carries 0.298; number 58, H, carries 0.345; number 59, H, carries 0.238; number 60, H, carries -0.047; number 61, H, carries 0.449; number 62, H, carries 0.380; number 63, H, carries 0.363; number 64, H, carries 0.407; number 65, H, carries 0.324; number 66, H, carries 0.238; number 67, H, carries -0.404; number 68, H, carries 0.209; number 69, H, carries 0.343; number 70, H, carries 0.443; number 71, H, carries 0.414; number 72, H, carries 0.446; number 73, H, carries -0.724; number 74, H, carries 0.353; number 75, H, carries 0.328; number 76, H, carries 0.119; number 77, H, carries 0.556; number 78, H, carries 0.358; number 79, H, carries -0.037; number 80, H, carries 0.252; number 81, H, carries 0.386; number 82, H, carries 0.106; number 83, H, carries 0.310; number 84, H, carries 0.261



[3]
Computed, not measured: a 2-piece molecular cluster, C3H6O2 overall at a distorted geometry, with ωB97M-V/def2-TZVPD.

Computed properties:
total charge: 0
2S+1: 1
relative energy (zero: lowest compared OMol25 entry of this formula, charge and spin): 61.5 kcal per mole
E_LUMO: 0.58 eV
gap between HOMO and LUMO: 10.313 eV

Geometry (Å):
O -2.6775 0.3222 0.8321
C -2.8382 0.2677 -0.3487
H -3.4661 -0.4762 -0.8746
H -2.3235 0.9787 -1.0326
C 2.5017 0.4713 -0.9063
C 2.0268 -0.5964 -0.2832
O 1.1594 -0.4228 0.8012
H 3.0136 0.3905 -1.8557
H 2.0166 1.4093 -0.6833
H 2.2812 -1.6400 -0.4189
H 0.3069 -0.7362 0.5026

Cartesian forces, eV/Å:
-0.13 -0.23 0.37
0.35 0.36 -0.88
-0.12 -0.10 0.34
-0.09 -0.04 0.14
-1.01 -0.55 -0.83
-0.14 0.44 0.91
0.51 0.07 -0.37
0.53 -0.07 0.32
0.31 0.26 0.23
0.26 0.03 -0.45
-0.46 -0.17 0.22

Calculated atomic charges, method Mulliken, unit e: number 1, O, carries -0.370; number 2, C, carries -0.083; number 3, H, carries 0.231; number 4, H, carries 0.226; number 5, C, carries -0.576; number 6, C, carries -0.120; number 7, O, carries -0.469; number 8, H, carries 0.268; number 9, H, carries 0.255; number 10, H, carries 0.348; number 11, H, carries 0.292



[4]
Computed, not measured: one molecule with the formula C4H7NO2, with ωB97M-V/def2-TZVPD.

Computed properties:
total charge: 0
2S+1: 1
relative energy (zero: lowest compared OMol25 entry of this formula, charge and spin): 5.8 kcal per mole
E_LUMO: 0.71 eV
gap between HOMO and LUMO: 11.095 eV

Geometry (Å):
C 1.8766 -0.2831 0.2355
N 0.4512 -0.2431 -0.0816
C -0.0710 -1.1957 -0.9411
O 0.5807 -2.0726 -1.4590
C -0.3101 0.7702 0.5153
O 0.2309 1.5639 1.2538
C -1.7943 0.8355 0.2132
H 2.3099 -1.1239 -0.3044
H 2.3560 0.6501 -0.0679
H 2.0177 -0.4115 1.3109
H -1.1518 -1.0848 -1.1170
H -1.9847 0.9953 -0.8527
H -2.1996 1.6782 0.7738
H -2.3116 -0.0785 0.5213

Cartesian forces, eV/Å:
0.15 -0.03 0.03
-0.03 -0.01 -0.01
0.08 -0.13 -0.09
-0.24 0.32 0.19
0.03 0.08 0.07
-0.17 -0.25 -0.23
-0.03 0.05 0.03
-0.06 0.13 0.08
-0.09 -0.12 0.05
-0.03 0.03 -0.15
0.15 -0.02 0.02
0.06 -0.04 0.14
0.09 -0.12 -0.07
0.10 0.11 -0.05

Calculated atomic charges, method Mulliken, unit e: number 1, C, carries -0.909; number 2, N, carries 0.065; number 3, C, carries 0.086; number 4, O, carries -0.530; number 5, C, carries 0.878; number 6, O, carries -0.568; number 7, C, carries -1.361; number 8, H, carries 0.345; number 9, H, carries 0.298; number 10, H, carries 0.299; number 11, H, carries 0.349; number 12, H, carries 0.379; number 13, H, carries 0.290; number 14, H, carries 0.380



Question: Among the records above, which one has the highest 2S+1?
Answer: C30H26F5N4O8PtS2Te



Question: Which of these has the highest 2S+1?
Answer: C30H26F5N4O8PtS2Te



Question: Among the records above, which one has the highest 2S+1?
Answer: C30H26F5N4O8PtS2Te